# 1
109
Properties=species:S:1:pos:R:3 method="wB97M-V/def2-TZVPD" total_charge=+1 e_lumo_ev=-4.4 fmax_ev_per_a=4.7
N -1.67905 1.70004 3.03743
N -0.44602 5.13441 -0.42441
H 2.52920 2.55533 1.73907
C 0.08436 -1.04693 -5.72291
H 0.83822 -4.08359 1.79391
C -0.73885 -1.96274 -4.87127
O -2.58926 -2.28877 -0.56860
C 8.95287 4.93977 -2.20480
C 0.70932 -0.94570 4.44458
H 1.01925 -4.69416 -1.09188
C 1.84241 5.97625 -3.26035
C 3.69096 -3.83797 6.48970
N 0.73081 -0.32676 -6.39054
H -0.65525 -1.89139 0.76811
H 0.50264 3.94761 2.32288
H 1.61892 6.88403 -3.82275
H -2.69503 3.91833 -2.37123
C 3.09268 -0.89624 0.70838
C 2.31401 1.42668 1.66982
H 6.47231 2.96379 -1.03099
C -1.88014 -5.27923 -5.13282
H 3.04295 1.03359 -0.40168
H -4.86851 0.24066 0.07274
C 0.02210 -2.27380 4.49502
H -1.07608 4.76017 2.25891
C 3.95988 -2.37093 6.62641
N -7.62613 -3.31231 -6.39609
C -4.32592 -0.61708 0.59469
C 3.32196 5.74983 -3.22180
H -9.33009 -0.33264 2.66582
C -1.17180 2.65324 2.56992
H -7.91782 -1.38642 2.89625
H -0.70379 -1.63402 -3.83125
H -3.61630 -4.21978 -5.76935
H -0.52350 3.78262 0.88035
H 2.87212 -4.12776 7.14966
H 1.35011 5.12963 -3.74135
H -5.53988 2.35008 3.51470
H 3.41738 -4.07059 5.45948
H -0.30156 -5.09511 0.76868
H -4.48086 3.77670 3.50047
N -0.70455 -5.41712 -5.07760
H -2.31902 5.53562 -3.00494
C -6.93910 -3.00438 -5.49325
H 5.50679 4.44098 -1.24254
H -5.07856 -1.13550 1.27987
N 8.06038 5.65680 -2.52777
N 2.53270 -3.71793 0.07157
N 4.48342 5.56927 -3.19146
H -4.17940 2.45881 4.65299
C 0.16335 -4.06075 0.85900
H 4.99054 -3.71528 -1.70443
H 4.42981 0.98327 0.89910
C -3.36693 -5.11791 -5.20234
H -2.53191 -4.34021 0.19673
C 10.08720 4.04600 -1.80795
H 1.22197 1.36061 1.31167
H 1.53553 -0.92418 5.15823
H -0.35343 -2.98119 -4.93620
H -3.16242 -3.03443 1.32779
C -3.85751 -1.65618 -0.51271
C 1.10259 -3.75879 -0.42714
C -1.35991 5.05810 -1.16283
H 11.02764 4.45231 -2.18249
H 1.10214 -0.76967 3.44173
H 2.89703 -4.68487 0.01119
H 1.45782 6.08198 -2.24469
C -8.28479 -0.36208 2.97634
H 10.13866 3.97256 -0.72052
C 3.37298 -2.87411 -0.75303
C -5.84447 3.70048 5.13604
H -6.08873 -1.53026 -4.20808
N -6.54372 4.22833 5.91993
H 0.00319 -0.15220 4.69487
C -6.06294 -2.61211 -4.34375
H 9.93791 3.04940 -2.22602
H -3.77654 -5.02899 -4.19488
N 4.18100 -1.21656 6.74105
N -0.51866 -3.31780 4.53468
H -8.21208 -0.03719 4.01528
C -7.46946 0.54029 2.10311
O -4.66039 -1.92468 -1.44125
C -2.38926 -3.24965 0.50229
N 4.93675 3.42531 1.75344
C -4.95411 3.02828 4.13736
H 0.80939 -2.80681 -0.98101
H 4.58331 -4.40498 6.75853
N 3.64043 -1.59588 -0.47909
H 3.56783 -1.24887 1.69581
C 6.17861 3.90719 -0.56771
H 4.27741 -1.09911 -1.12320
H -5.03602 -2.92116 -4.53832
H 2.37240 1.00394 2.73458
C -0.52658 3.86353 1.96984
C -0.94012 -2.93230 1.12919
F 1.67583 -1.05885 0.87926
C 5.48180 3.63733 0.73135
H -3.81315 -5.98399 -5.69319
H -1.77512 -1.95210 -5.21236
N 4.00399 -3.47739 -1.94299
H 4.10594 -2.75436 -2.68187
H -6.41091 -3.09347 -3.42907
C 3.34861 0.70954 0.66372
N -6.82890 1.24983 1.41787
H -1.08071 -2.88855 2.27186
H -3.48886 -0.18076 1.22862
C -2.52326 4.96112 -2.10029
H -3.41952 5.35738 -1.62088
H 7.06749 4.51541 -0.40199


# 2
125
Properties=species:S:1:pos:R:3 method="wB97M-V/def2-TZVPD" total_charge=-1 e_lumo_ev=1.4 fmax_ev_per_a=2.4
H -5.51883 1.07845 0.22231
Cl 5.10203 -4.65549 -3.60263
H 6.40639 0.26811 -1.09182
C 2.58307 0.54046 0.59005
C 1.03245 -4.84396 -8.10735
O 1.90938 1.73308 -1.76988
H 1.17713 -5.90118 -8.29412
C 0.06567 -2.17102 -4.36004
H 4.28504 1.32542 -1.53181
H -5.23048 -0.92009 -1.35287
C 3.66213 1.65015 0.55228
H -1.37966 -3.85032 2.47772
H -2.00649 5.59218 5.48722
C -1.51066 2.92910 2.07681
C -0.92555 5.54854 5.42247
Cl -0.94192 -3.36398 5.56537
H -4.56115 0.71204 -10.74448
Cl -2.33111 6.53092 -0.48795
C 2.57818 -1.53909 8.14464
H 3.83278 -1.11787 -0.07482
Cl 1.80649 -1.03620 6.64047
Cl 0.97973 -4.33440 9.94390
H 0.34999 -3.58704 2.48844
C 0.78028 2.35888 0.98339
H 0.69082 -4.16277 7.04091
Cl 0.13222 0.46105 3.53877
H -1.23808 -3.59843 10.17375
H 1.16137 -1.26137 2.35821
H 2.20288 -0.92488 8.94655
H -5.38568 4.06600 0.16097
Cl 2.38426 -4.73251 -4.69785
H -0.69569 3.77634 0.33005
H -0.47810 6.23783 6.12866
H -3.24163 1.99028 0.61627
O 1.64780 -2.52490 -1.63064
C -5.41690 1.18462 -0.85715
H -0.93739 -1.80710 3.61095
Cl -0.43875 6.01469 3.78968
H 2.96332 -0.27623 -1.40418
Cl -4.26434 -4.27405 6.40686
H -4.12824 7.96207 0.00913
C -3.73553 7.51765 -0.89783
H 2.34678 -2.57919 8.32304
Cl 9.01811 0.42521 -2.11453
C -2.79151 3.73833 1.81523
H 1.12309 2.48232 2.01002
H -3.74380 -0.22475 -0.72425
Cl -1.64892 -1.78931 -4.17836
C 1.11889 0.97439 0.39237
C 8.36530 0.56836 -3.74609
H -3.42781 8.28966 -1.59296
H -1.19905 2.13396 0.08227
H 1.52509 -4.54475 -7.19199
C -5.49265 1.26152 -10.81666
H -3.83196 2.31018 -1.80307
C 3.60818 -3.74759 -3.87703
H -0.91827 3.33946 2.89276
Cl 0.77900 -1.34619 -5.76191
H 3.82975 -2.88896 -4.50002
Cl 1.81450 -4.19835 4.97791
H 8.98147 -0.01296 -4.42177
H -4.66254 -5.74336 4.61817
H -6.41681 1.06515 -1.27637
H -0.61130 -3.32157 1.00345
Cl 4.34251 -1.35806 8.08062
C -0.58467 -3.21570 2.08174
Cl -0.69992 -4.53492 -7.93183
H 1.34832 3.05761 0.37489
H -0.81974 -2.20166 -9.34687
S 1.69475 -1.90654 -0.32683
C 5.91917 0.64368 -0.19533
H 4.23613 1.59227 1.48265
Cl 6.70692 -0.03262 -3.81160
Cl -2.56477 -6.44542 5.40999
C 0.21274 -0.74694 2.21680
H 3.20124 -3.43205 -2.92147
C 0.16437 -0.15409 0.79111
C -0.87427 -1.79530 2.52707
Cl -6.66471 0.53314 -9.71283
H 0.17055 -3.23728 -4.49989
C 0.91473 1.21559 -1.16047
H 5.13233 2.55158 -0.65268
Cl -2.70058 -0.84280 -8.97748
C -4.60658 -0.02493 -1.35811
O 2.10535 -2.83050 0.70042
C 6.90194 1.47939 0.50925
H -0.84420 0.20991 0.63002
H -3.23132 3.92070 2.80030
H 8.10589 3.02906 1.56795
Cl -6.04986 1.21585 -12.49643
C -0.96689 -1.14861 -9.14981
C -0.26942 -3.12866 10.29499
H -4.52433 2.41974 1.70940
C -3.77854 2.84221 1.03566
C 4.71601 1.54893 -0.56101
Cl -5.00953 6.54494 -1.64044
H 3.26926 2.65751 0.51148
Cl -2.50862 -1.31846 1.95246
H -4.24762 0.13705 -2.37284
O -0.20095 0.93503 -1.65506
C 7.61623 2.17427 1.16721
Cl -0.39761 3.91167 5.81500
H -3.80683 4.24598 -0.54955
H -5.34441 2.29531 -10.52989
C -0.68925 2.78332 0.78895
H 2.64801 0.08794 1.58714
H 5.66650 -0.14923 0.50715
H -2.56291 4.68697 1.32816
C -4.21721 -5.84474 5.60063
H -1.86049 1.93448 2.35976
C 2.92177 -0.61230 -0.37422
C 0.40474 -4.40771 6.02434
C -4.76723 2.51311 -1.28185
H -5.42628 2.97656 -2.02132
Cl -0.19286 -1.72391 9.22037
H 0.59881 -1.85184 -3.47220
H 8.36536 1.61169 -4.03879
H -4.77491 -6.55687 6.19657
Cl -0.26916 -0.21807 -10.48666
C -4.50064 3.50956 -0.15190
H -0.47156 -0.86572 -8.22860
O 0.26064 -1.30778 -0.10483
H -0.13977 -2.79110 11.31614
H 0.07950 -5.43981 5.96325
Cl 1.73118 -3.92802 -9.45128


# 3
118
Properties=species:S:1:pos:R:3 method="wB97M-V/def2-TZVPD" total_charge=0 smiles="O=C(F)N(C(=O)F)c1cc(P(O)Cl)c(CCCCl)c2nccnc12.CN(C)C=O.CN(C)C=O.CN(C)C=O.CN(C)C=O.CN(C)C=O.CN(C)C=O.CN(C)C=O" e_lumo_ev=-0.9 de_lowest_kj_mol=0.0 fmax_ev_per_a=1.6
C -0.68221 6.59520 2.76928
H -2.93544 -0.31081 -5.78958
H 3.10952 8.36003 3.14933
N 1.35045 3.27324 0.09038
P 1.16078 -1.60987 2.00809
N -3.28783 -7.37185 4.46635
C 1.36060 0.93995 0.87992
H -3.33779 7.00114 4.55708
C -1.08197 8.48987 4.25651
H -1.85502 -3.50108 7.22888
C -3.75940 -8.26903 5.49870
N 0.10346 -3.61854 6.49010
H 3.97084 -2.20509 -1.17498
N 1.82678 -1.72110 -7.06543
H 0.71524 -3.35777 -7.75112
C 1.76662 -3.00336 -2.31490
H -4.15924 -1.70925 -3.94003
C 1.55514 -0.78058 -6.14767
N -1.58954 -0.49375 -4.19078
H 2.05272 -2.89186 6.36743
F 1.57354 3.91074 2.30314
O -5.68784 -1.59946 -2.60382
H -5.97307 -5.35013 -3.24065
H 1.94205 11.10771 0.92869
C -1.13766 -1.74587 -4.35671
H 1.15274 -2.97677 -0.28790
C 2.72050 -0.74714 -0.21664
C -4.13085 -4.17770 -4.54411
O -0.43621 3.62871 1.47594
H -1.31768 0.32144 -6.10467
H -3.44281 -3.44251 -4.95705
H 2.59157 7.52343 1.68209
C 0.74493 3.61621 1.32918
H 3.24201 -1.78563 2.61228
N 3.05025 2.54931 -1.90100
H -5.91434 -4.24214 -1.85161
H -1.39806 6.31116 1.99480
H -3.55535 -4.94856 -4.02771
N 3.15305 9.52471 1.40580
H -1.26009 -5.14118 6.95417
C -6.05117 -4.31106 -2.93113
H 4.31478 7.87756 1.93406
O -2.17651 -7.12036 2.49789
H 2.39491 -4.15634 -0.64100
C -1.59505 0.16264 -2.89417
H -2.61657 0.42674 -2.61440
H 3.99742 11.03499 0.24087
H -3.46081 -9.28998 5.26792
N -1.36649 7.22475 3.88073
H 0.49116 -0.49824 -6.12276
H 0.03787 7.29433 2.34692
H 3.53000 -2.62011 -6.24266
H 1.02763 -2.09862 -8.96605
H -7.04563 -3.93308 -3.17077
O 0.36692 4.90574 -1.19169
C 4.27913 10.08266 0.68478
H -4.69095 -4.63783 -5.36083
C 3.30328 8.24692 2.08204
H -2.42184 1.21672 -5.03908
C 3.83337 2.16722 -2.86967
H 1.20771 -2.49642 7.87376
C -4.96411 -2.20710 -3.36887
H -0.78608 -2.20589 -3.41940
C -3.58116 -5.94678 4.57745
H 3.69970 -2.53177 0.50130
H -4.15751 -5.77313 5.48402
O 2.49135 -2.39626 2.55375
H -0.30267 8.95608 3.63931
H 1.45011 -2.00049 -2.60017
H 5.11980 10.24651 1.36185
H 0.77865 -3.06876 4.63750
Cl 3.14517 -3.43941 -3.35855
H 3.24145 -2.95594 -7.96552
C 3.19360 -2.19624 -7.18950
C -0.97851 -4.14621 7.30245
H -2.42561 -8.90956 3.42565
H 1.80496 -4.14586 7.59513
C -2.37906 6.48349 4.60914
C 0.79478 -2.28186 -7.91463
H 0.65295 1.16508 1.66629
H -2.10111 6.39640 5.66058
C 1.96357 10.14939 1.47266
H 0.96841 -3.70438 -2.55244
H -0.98979 1.06518 -2.93462
C 1.77667 1.89264 0.00831
H -3.33679 -7.99172 6.46751
H 3.85778 -1.37031 -7.44769
O -1.11287 -2.34477 -5.42020
C 1.84587 -0.40258 0.79511
C 2.09045 -3.12518 -0.83092
C 0.56038 3.75942 -0.98254
O 2.37740 -0.29792 -5.38761
F 0.04611 2.80174 -1.74982
C -0.09958 -3.46791 5.16644
H -0.16403 5.69936 3.11154
O -1.62525 9.06482 5.18543
C 3.14424 0.24825 -1.15719
C 4.28374 0.83014 -3.00863
H 4.14389 2.90694 -3.59832
H 4.59385 9.40439 -0.11076
H 4.90718 0.57786 -3.85884
N 3.97512 -0.12282 -2.17497
C -2.58853 -7.81672 3.40356
C 2.68258 1.56590 -1.03272
H -0.16369 -1.82543 -7.67804
H -4.84890 -8.23042 5.56888
Cl 0.82331 -0.32995 3.62723
O -1.13563 -3.73922 4.59009
C -2.09576 0.22705 -5.34711
H -2.47931 5.49044 4.17670
C 3.20908 -2.17152 -0.40014
H -0.65704 -4.20376 8.33941
H -1.18647 -0.50479 -2.13707
N -5.03772 -3.52839 -3.61690
O 0.99391 9.71835 2.06884
H -2.65915 -5.36415 4.61326
H -4.15826 -5.61936 3.71183
C 1.36107 -3.26953 7.11784


# 4
100
Properties=species:S:1:pos:R:3 method="wB97M-V/def2-TZVPD" total_charge=+1 e_lumo_ev="-2.9 / -6.0" multiplicity=5 de_lowest_kj_mol=0.0 fmax_ev_per_a=2.8
C 2.76187 -1.76113 -2.08726
H 4.49406 1.30881 -3.37535
H 3.81174 0.46605 -4.77877
C -1.27465 3.40340 -1.72389
H -0.33772 1.30938 -5.92715
C 1.07944 -3.81928 2.14144
H 0.34027 4.70482 -1.25738
C 3.97187 1.45677 -4.32822
H -3.26117 -3.44035 0.19634
C 1.87813 -0.89553 -6.37476
H -3.88367 2.96701 1.78413
H -3.38256 -2.24745 1.49150
H 3.83562 -2.77249 -0.56155
H 2.52526 3.73213 -6.17871
H -2.48717 3.72993 -4.88165
H -0.54537 -1.68850 -2.35744
C -1.68051 -0.74456 3.68155
C 2.60758 3.96619 -3.06725
C -1.39607 -3.00084 1.09774
Rh 0.03492 0.46324 -0.04782
H 1.76563 4.66200 -3.20190
C -2.10839 1.19082 2.17257
C 1.65305 1.37005 0.55437
C -3.25082 0.13526 -2.00006
H 1.19166 1.42614 -2.05371
H 0.93442 -2.83786 -6.60192
C -2.66195 1.47041 -2.34261
H 2.00148 -1.81197 3.74158
H 2.30707 -2.48681 -7.66762
N -1.61328 1.54331 -0.14907
H -2.08529 -0.01186 4.38784
O 0.87068 -0.30702 -5.53988
H 0.40152 -2.62762 -4.54909
N -0.76852 -0.66242 1.42140
H 1.33689 -0.47990 2.78204
C 0.37875 -2.29664 -2.42441
H 4.64496 2.01049 -4.99054
C -0.23066 0.26153 -6.26914
H 2.65887 -1.46570 2.14176
H -0.73548 -1.12315 4.08540
H -3.49817 1.51471 -4.30773
H 2.18464 -2.45317 -0.06494
H -1.48374 -1.52330 -6.29365
C -1.53293 3.95755 -2.97242
H 2.54212 -3.73183 -1.26951
H -2.47399 -0.64615 -1.94896
H -3.79062 0.16090 -1.04067
H 1.20454 0.23004 -3.36661
C -3.30074 2.95442 0.85780
H -0.46544 -3.87231 -3.58861
H -2.40025 -1.57642 3.61902
H 2.02970 -4.11977 2.58358
C -1.49042 -0.04703 2.36481
H 2.28136 -0.11658 -7.04083
H -2.72012 -1.77765 -0.08828
H -1.77200 -5.07900 0.77009
Cl 1.24899 2.16129 2.10836
H -2.60511 1.62419 3.04133
H 1.76189 2.17663 -6.52238
C -2.32371 3.28605 -3.90521
H 0.82528 3.47491 -5.75534
H 2.65498 -1.20849 -5.65348
H -1.04621 4.83105 -0.14571
H -2.30115 0.02561 -6.58389
C 0.40052 -3.21280 -3.62082
H 2.68768 3.74430 -1.99341
C 0.76412 -2.45429 2.11653
H 0.74734 -1.74940 -8.02215
Si 2.35751 2.39695 -4.08058
C 0.18525 -4.76232 1.64534
H 3.52318 4.49658 -3.36678
C -2.75914 -2.58559 0.65246
H 1.32697 -3.80422 -3.57846
H 0.45544 -2.86562 -1.47837
C -0.44292 -2.04585 1.51698
C 1.81261 2.99427 -5.79081
H 3.26132 -2.21889 -2.96067
H -2.81313 3.93002 0.73862
H 1.95824 2.16269 -0.14149
C 1.10299 1.32760 -3.14952
C -1.52356 -0.46855 -5.99487
H 2.40577 0.59981 0.73613
C 2.81041 -2.72952 -0.92654
H 0.45222 -5.82008 1.65182
H 3.28997 -0.83716 -1.81547
H 0.07830 3.44672 -0.02622
H 0.06136 1.58999 -3.39875
C -0.42887 4.12702 -0.72488
H -3.99475 2.80205 0.01828
H 0.00295 0.24787 -7.34483
C -2.29748 1.84591 0.95157
H -3.95982 -0.14320 -2.79352
C -2.87588 2.04820 -3.58390
C 1.73094 -1.49544 2.72544
H -1.76409 -0.37731 -4.93040
H -1.09263 4.92918 -3.19560
C 1.40934 -2.06739 -7.21259
C -1.05033 -4.35580 1.13009
O 1.47838 -1.35918 -2.56937
C -1.85309 2.15503 -1.41034